[1]
DFT (the ωB97M-V functional and the def2-TZVPD basis) results for the molecule C5H7N3 in a non-equilibrium geometry.

Each line ends with the Löwdin charge.
CARTESIAN COORDINATES (ANGSTROEM)
C  -1.0891  -0.4952  -0.0536  -0.42
C  -1.1191  0.7993  -0.1381  -0.09
C  0.0775  1.5474  -0.1893  -0.02
C  1.2283  0.7813  0.1432  -0.02
C  1.0788  -0.6466  -0.0873  -0.42
H  -3.0375  -1.0064  -0.6105  0.06
H  -2.7961  -0.6863  0.8953  0.09
H  -2.0623  1.3813  0.0148  0.13
H  -0.1110  2.5640  -0.0305  0.08
H  2.1942  1.1387  0.3979  0.07
H  2.7939  -1.0734  -0.9671  0.12
H  2.8761  -0.4549  0.6939  0.14
N  -2.3586  -1.2715  0.1086  0.06
N  2.3650  -1.3106  0.0326  0.02
N  -0.0401  -1.2668  -0.2098  0.18

Its HOMO energy is -9.16 eV. As for the energy above the lowest of the compared OMol25 structures with the same formula, charge and spin: 283.0 kJ/mol. For the largest force on an atom, the calculation gives 6.0 eV/A. The SMILES is Nc1cccc(N)n1.

***

[2]
DFT (the ωB97M-V functional and the def2-TZVPD basis) results for the molecule C5H14N2 in a non-equilibrium geometry.

Each line ends with the Löwdin charge.
CARTESIAN COORDINATES (ANGSTROEM)
C  0.1672  -0.0554  0.8949  -0.24
C  0.6382  1.2898  0.3314  -0.45
C  -0.0880  2.3723  1.0301  -0.13
C  0.2989  1.3703  -1.1975  -0.08
N  0.6701  -1.2308  0.2191  -0.10
C  -0.2376  -2.0294  -0.5498  -0.39
N  -0.7264  -3.2883  -0.0668  -0.01
H  -0.9831  -0.1460  1.0077  0.15
H  0.5625  0.0101  1.9394  0.11
H  1.7085  1.4146  0.5850  0.14
H  -0.0416  2.4971  2.1195  0.08
H  -1.1478  2.1792  0.7048  0.09
H  -0.1728  3.4105  0.5904  0.09
H  -0.7435  1.2471  -1.5102  0.08
H  0.6411  2.3494  -1.6120  0.08
H  0.9302  0.5750  -1.6762  0.07
H  1.5166  -1.1445  -0.3761  0.11
H  -1.1026  -1.2894  -0.8610  0.11
H  0.3578  -2.1791  -1.6336  0.15
H  -1.1585  -3.9623  -0.7738  0.10
H  -1.0892  -3.3902  0.8345  0.03

Its HOMO energy is -8.51 eV. As for the energy above the lowest of the compared OMol25 structures with the same formula, charge and spin: 215.0 kJ/mol. For the largest force on an atom, the calculation gives 4.7 eV/A. The SMILES is CC(C)CNCN.

***

[3]
DFT (the ωB97M-V functional and the def2-TZVPD basis) results for the ion C9H10N5 with charge +1 in a non-equilibrium geometry.

Each line ends with the Löwdin charge.
CARTESIAN COORDINATES (ANGSTROEM)
C  -0.8133  -1.6290  -1.8390  -0.07
C  0.4636  -1.0989  -2.0730  0.03
C  -1.5888  -1.1291  -0.8719  -0.03
C  2.3121  1.5180  -0.7203  -0.05
C  1.1450  -0.6253  2.3464  -0.02
C  1.0149  -0.2947  -1.0867  -0.17
C  0.9708  1.0085  0.9847  -0.26
C  1.2537  2.1400  0.1848  -0.04
C  0.2846  -0.0936  0.3071  -0.28
N  2.0715  0.4544  -1.3667  0.13
N  1.4676  0.6460  2.1071  0.19
N  -1.0664  -0.1309  -0.0063  -0.10
N  0.6036  -1.2565  1.2957  0.25
N  -1.8938  0.0838  1.1826  0.10
H  -1.2216  -2.4499  -2.4133  0.12
H  1.2026  -1.4488  -2.7518  0.13
H  -2.6369  -1.1125  -0.7601  0.12
H  3.3065  1.8396  -0.6842  0.12
H  1.3356  -1.1178  3.2250  0.13
H  1.5176  3.0916  0.8013  0.18
H  0.3605  2.2947  -0.4608  0.16
H  0.3601  -2.1599  1.3579  0.12
H  -1.2639  0.6461  1.8593  0.13
H  -2.7613  0.5743  0.9495  0.10

Its net charge is +1. Its HOMO energy (alpha / beta) is -11.88 / -11.88 eV. As for the energy above the lowest of the compared OMol25 structures with the same formula, charge and spin: 257.9 kJ/mol. For the largest force on an atom, the calculation gives 6.9 eV/A. The SMILES is NN1C=CC=C2N=CCC3=NC=[NH+][C@]231.

***

[4]
DFT (the ωB97M-V functional and the def2-TZVPD basis) results for a structure of composition C44H38BrCl3N8O6S2Tl.

Each line ends with the Löwdin charge.
CARTESIAN COORDINATES (ANGSTROEM)
Tl  -0.2887  -0.6634  0.6947  0.99
C  -2.9698  -2.9930  -0.6373  -0.06
O  -2.5916  -1.6212  -0.7597  -0.20
C  -3.2802  -0.8828  -1.6733  -0.20
C  -4.3664  -1.3692  -2.3765  -0.05
C  -5.0357  -0.5439  -3.2716  -0.68
Br  -6.5185  -1.2355  -4.2235  0.76
C  -4.6431  0.7537  -3.4680  -0.08
C  -3.5357  1.2510  -2.7705  -0.06
C  -2.8371  0.4339  -1.8774  -0.19
O  -1.7476  0.8682  -1.2084  -0.06
C  -3.0959  2.6322  -2.9485  -0.23
N  -2.0554  3.1453  -2.3362  0.17
C  -1.9947  4.4762  -2.7202  -0.21
C  -1.1093  5.4864  -2.3525  -0.01
C  -1.3021  6.7401  -2.9009  -0.08
C  -2.3479  6.9953  -3.8008  -0.08
C  -3.2363  6.0045  -4.1720  -0.01
C  -3.0424  4.7486  -3.6072  -0.18
N  -3.7261  3.5526  -3.7340  0.18
H  -2.9005  -3.5016  -1.6006  0.11
H  -3.9839  -3.0817  -0.2418  0.10
H  -2.2644  -3.4456  0.0488  0.02
H  -4.7067  -2.3857  -2.2487  0.10
H  -5.1920  1.3773  -4.1593  0.10
H  -1.5951  1.8190  -1.4901  0.07
H  -0.2954  5.2836  -1.6681  0.10
H  -0.6314  7.5470  -2.6321  0.10
H  -2.4599  7.9914  -4.2099  0.11
H  -4.0436  6.1943  -4.8688  0.11
H  -4.5469  3.4059  -4.2910  0.15
C  4.1290  -6.9676  0.9850  0.00
C  2.9689  -6.3513  0.2756  -0.25
C  2.7117  -6.5011  -1.0513  0.04
C  1.5483  -5.9072  -1.5864  -0.28
N  0.7101  -5.2192  -0.8217  0.10
C  0.9858  -5.0413  0.4729  -0.72
S  -0.0808  -4.1413  1.4419  0.81
N  2.1068  -5.6005  1.0065  0.13
C  1.2095  -6.0307  -3.0313  -0.01
H  4.5877  -7.7262  0.3575  0.09
H  3.8101  -7.4282  1.9210  0.10
H  4.8845  -6.2142  1.2178  0.10
H  3.3781  -7.0840  -1.6714  0.13
H  2.2876  -5.4513  1.9891  0.16
H  1.5014  -7.0033  -3.4271  0.09
H  1.7556  -5.2610  -3.5839  0.08
H  0.1473  -5.8571  -3.1792  0.09
N  -2.6813  -3.2209  3.6842  0.21
C  -1.4800  -2.6078  3.6334  -0.59
O  -1.3370  -1.4533  3.2459  -0.06
C  -0.3292  -3.4476  4.0532  -0.25
C  -0.5515  -4.7413  4.5942  -0.23
N  -0.7500  -5.8036  4.9981  0.20
C  0.9707  -2.8978  4.1653  -0.20
N  2.0557  -2.5136  4.2218  0.22
H  -2.7935  -4.1675  4.0054  0.10
H  -3.4952  -2.6944  3.4210  0.13
Cl  0.3891  -2.1474  -2.1229  0.60
C  1.7627  -1.1870  -2.7132  -1.47
Cl  2.7742  -2.2050  -3.7533  0.61
Cl  1.1302  0.1836  -3.6504  0.62
C  2.6705  -0.5943  -1.5334  -0.81
O  3.6833  -0.0324  -1.9042  0.01
O  2.1949  -0.7669  -0.3702  -0.25
O  0.3049  1.6659  2.3595  -0.64
S  0.0142  3.1501  2.3055  1.06
C  1.0604  3.7763  0.9894  -0.39
C  1.6758  5.0066  1.1684  -0.09
C  2.6014  5.4402  0.2273  -0.07
C  2.9049  4.6420  -0.8677  -0.06
C  2.2801  3.4100  -1.0378  -0.05
C  1.3532  2.9740  -0.1052  -0.07
C  -1.6181  3.2740  1.5723  -0.36
C  -2.4639  2.1838  1.7036  -0.09
C  -3.7451  2.2644  1.1769  -0.06
C  -4.1693  3.4282  0.5489  -0.07
C  -3.3205  4.5244  0.4592  -0.07
C  -2.0355  4.4536  0.9744  -0.08
H  1.4494  5.6078  2.0422  0.11
H  3.0970  6.3943  0.3554  0.11
H  3.6357  4.9767  -1.5936  0.11
H  2.5230  2.7807  -1.8861  0.11
H  0.8855  2.0027  -0.2126  0.09
H  -2.1286  1.2888  2.2164  0.09
H  -4.4173  1.4194  1.2631  0.12
H  -5.1676  3.4851  0.1322  0.11
H  -3.6524  5.4378  -0.0199  0.12
H  -1.3657  5.3037  0.8978  0.11
N  2.8111  0.4725  1.8853  0.27
C  3.6515  0.0096  2.7856  -0.27
C  4.7249  -0.8438  2.3813  0.03
C  5.6451  -1.2468  3.3059  -0.05
C  5.5331  -0.8273  4.6415  -0.02
C  4.4727  -0.0091  5.0557  -0.06
C  3.5346  0.4044  4.1544  0.01
H  1.9892  1.0234  2.1743  0.07
H  2.8210  0.1004  0.9031  0.08
H  4.7796  -1.1435  1.3406  0.13
H  6.4643  -1.8872  3.0086  0.12
H  6.2736  -1.1471  5.3636  0.12
H  4.3909  0.2793  6.0952  0.12
H  2.6959  1.0243  4.4503  0.13

Its net charge is +1. Its HOMO energy (alpha / beta) is -10.10 / -10.10 eV. As for the energy above the lowest of the compared OMol25 structures with the same formula, charge and spin: 0.0 kJ/mol. For the largest force on an atom, the calculation gives 0.5 eV/A.

***

[5]
DFT (the ωB97M-V functional and the def2-TZVPD basis) results for a structure of composition C4H7N2 in a non-equilibrium geometry.

Each line ends with the Löwdin charge.
CARTESIAN COORDINATES (ANGSTROEM)
C  0.4625  -0.5322  -1.7821  0.09
C  -0.0331  -0.3337  -0.5451  0.03
C  -0.9280  -0.1244  -1.7282  -0.40
C  0.5898  -0.6265  1.2446  -0.05
N  -1.8895  0.2687  -2.3245  0.17
N  0.5687  0.7526  1.7027  0.09
H  1.1932  -0.8382  -2.6308  0.16
H  1.4814  -1.1585  1.2509  0.08
H  -0.2327  -1.2705  1.5562  0.11
H  -2.8619  0.4757  -2.0445  0.10
H  1.4421  1.3304  1.2984  0.24
H  0.5316  1.0323  2.7723  0.23
H  -0.3241  1.0243  1.2301  0.16

Its net charge is +1. Its HOMO energy is -12.46 eV. As for the energy above the lowest of the compared OMol25 structures with the same formula, charge and spin: 636.4 kJ/mol. For the largest force on an atom, the calculation gives 5.0 eV/A.

***

[6]
DFT (the ωB97M-V functional and the def2-TZVPD basis) results for the molecule C6H8 in a non-equilibrium geometry.

Each line ends with the Löwdin charge.
CARTESIAN COORDINATES (ANGSTROEM)
C  0.4558  -0.3981  -0.3651  -0.06
C  1.6056  -0.1958  -0.0898  -0.09
C  -0.8612  -0.9027  -0.6238  -0.19
C  -2.4887  0.8513  0.0894  -0.03
C  -1.9122  -0.2813  0.3172  -0.18
C  2.9203  0.3374  0.2137  -0.11
H  -1.1327  -0.6417  -1.5556  0.07
H  -0.6569  -1.9169  -0.4507  0.10
H  -3.1589  1.3160  0.8987  0.08
H  -2.4586  1.3817  -0.9383  0.10
H  -2.0394  -0.7567  1.2256  0.07
H  2.8827  1.4046  0.1934  0.07
H  3.7761  -0.1859  -0.1972  0.07
H  3.0678  -0.0119  1.2825  0.09

Its HOMO energy is -9.24 eV. As for the energy above the lowest of the compared OMol25 structures with the same formula, charge and spin: 236.1 kJ/mol. For the largest force on an atom, the calculation gives 4.0 eV/A. The SMILES is C=CCC#CC.

***

[7]
DFT (the ωB97M-V functional and the def2-TZVPD basis) results for the molecule C5H3NO in a non-equilibrium geometry.

Each line ends with the Löwdin charge.
CARTESIAN COORDINATES (ANGSTROEM)
O  -0.0591  0.4512  1.1979  0.05
C  0.8019  0.0521  0.2175  -0.29
C  0.1296  -0.5790  -0.7663  -0.02
C  -1.2477  -0.4181  -0.4744  -0.07
C  -1.3050  0.1599  0.7662  -0.08
C  2.1460  0.4989  0.2234  -0.13
N  3.2400  0.8594  0.1163  0.16
H  0.4867  -1.0501  -1.6695  0.13
H  -1.6531  -0.0636  -1.3982  0.11
H  -2.0864  0.3865  1.4837  0.13

Its HOMO energy is -9.45 eV. As for the energy above the lowest of the compared OMol25 structures with the same formula, charge and spin: 126.3 kJ/mol. For the largest force on an atom, the calculation gives 2.5 eV/A. The SMILES is N#Cc1ccco1.

***

Number 1: calculated total energy -358.910595 Eh. Number 2: calculated total energy -308.341174 Eh. Number 3: calculated total energy -622.342183 Eh. Number 4: calculated total energy -7512.281636 Eh. Number 5: calculated total energy -265.666079 Eh. Number 6: calculated total energy -233.297089 Eh. Number 7: calculated total energy -322.243683 Eh.